95
Properties=species:S:1:pos:R:3:lowdin_charge:R:1 method="wB97M-V/def2-TZVPD" homo_ev="-9.95 / -11.09" de_lowest_ev=2.0777 s_squared=2.02 total_charge=+1 energy_ha=-2347.74772 homo_lumo_gap_ev="5.52 / 5.45" spin_multiplicity=3 fmax_ev_per_a=3.8
Pt -0.18 -0.30 1.55 0.8374
P -0.68 -2.06 0.29 0.9988
O 4.02 -3.56 -1.81 0.0699
O 6.42 -4.59 -0.59 0.1246
O 2.83 -1.70 -1.08 -0.0438
O 8.15 -3.43 0.39 0.1028
O 1.75 1.99 2.23 0.1285
N 7.16 -1.14 -0.03 0.1742
N 5.26 -0.33 -0.92 0.1604
C -2.86 -1.08 -3.05 -0.0441
C -1.43 4.18 0.77 -0.1159
C -2.68 5.86 -0.63 -0.0697
C -1.74 0.34 -0.86 -0.2110
C 1.59 -2.48 -1.48 -0.1178
C -1.29 1.25 0.26 -0.1972
C -3.93 1.06 2.72 -0.0494
C -3.31 0.21 -2.75 -0.0237
C 7.02 -3.53 -0.06 -0.4668
C -1.72 5.68 0.54 -0.3493
C -2.35 6.37 1.75 -0.0474
C -0.20 3.63 0.48 0.0214
C 0.07 2.18 0.20 -0.2522
C -2.72 0.94 -1.70 -0.0366
C 0.93 -4.77 -0.65 -0.0457
C -2.03 -1.76 -2.15 -0.1050
C -2.47 3.26 1.17 0.0429
C 6.46 0.02 -0.41 -0.2897
C 0.89 1.57 1.51 -0.2549
C 7.00 1.42 -0.32 -0.0174
C 1.03 -3.21 -0.27 -0.4384
C 1.93 -3.11 0.96 -0.1043
C -2.45 1.92 0.90 -0.1539
C 3.96 -2.43 -1.27 -0.3887
C -5.01 1.60 0.44 -0.0252
C 5.16 -1.72 -0.87 -0.1197
C 1.12 2.21 -0.98 -0.3609
C -1.58 -1.10 -1.02 -0.3426
C -1.96 -3.24 1.00 -0.6565
C -3.38 -2.87 0.49 -0.0837
C 1.99 0.97 -1.13 -0.0609
C -3.73 1.13 1.19 -0.3488
C -2.00 -3.12 2.55 -0.1134
C -1.81 -4.80 0.73 -0.0767
C 6.35 -2.23 -0.32 -0.0727
C 0.37 2.47 -2.28 -0.0388
H -0.87 -5.14 1.22 0.0701
H -3.75 5.61 -0.37 0.0991
H 1.79 3.04 -0.77 0.1397
H -4.17 -3.28 1.13 0.1010
H -2.23 7.41 1.76 0.0729
H -5.41 2.55 0.79 0.0893
H -0.74 6.05 0.29 0.1261
H 8.04 -1.27 0.45 0.1635
H 5.48 -4.30 -0.97 0.1413
H -4.16 1.97 3.23 0.0695
H -0.25 1.60 -2.63 0.0948
H -3.44 -1.78 0.57 0.0460
H 0.87 -5.41 0.25 0.0830
H 7.12 1.95 -1.29 0.0900
H 1.83 -3.13 -2.34 0.1396
H 0.10 -4.95 -1.33 0.0730
H -3.54 -3.13 -0.57 0.0845
H -1.74 -2.82 -2.31 0.1297
H -0.59 0.01 3.03 0.0101
H 2.74 0.90 -0.33 0.0827
H 7.95 1.47 0.28 0.0940
H 0.68 4.28 0.47 0.1428
H -0.28 3.37 -2.19 0.0977
H 1.35 0.07 -1.25 0.0602
H 6.36 2.11 0.24 0.0722
H -2.70 6.88 -1.01 0.0837
H -2.98 0.69 3.21 0.0702
H -1.84 6.02 2.62 0.0796
H -3.54 0.12 0.83 0.0916
H -2.48 5.23 -1.53 0.0852
H -1.82 -5.02 -0.35 0.0783
H -4.75 0.36 3.00 0.0969
H -2.26 -2.11 2.83 0.0456
H 2.62 1.14 -2.01 0.1045
H -3.37 3.70 1.57 0.1218
H 1.50 -3.71 1.73 0.0724
H 2.94 -3.50 0.83 0.0950
H -3.90 0.74 -3.41 0.0907
H -2.58 -5.35 1.31 0.0960
H -3.12 -1.49 -4.04 0.1247
H 1.96 -2.07 1.35 0.0578
H -3.38 6.15 1.82 0.0678
H 0.96 -1.62 -1.80 0.0875
H -3.00 1.96 -1.49 0.1194
H -2.67 -3.83 2.97 0.0808
H -4.86 1.57 -0.62 0.0539
H -0.99 -3.37 2.86 0.0764
H -5.76 0.88 0.63 0.0698
H 1.13 2.66 -3.01 0.0758
H 1.85 -4.96 -1.13 0.0636

***

38
Properties=species:S:1:pos:R:3:lowdin_charge:R:1 method="wB97M-V/def2-TZVPD" homo_ev="-13.26 / -13.25" de_lowest_ev=0.0000 total_charge=+2 energy_ha=-12179.40903 homo_lumo_gap_ev="5.96 / 5.96" spin_multiplicity=1 fmax_ev_per_a=0.3
Te 1.11 -0.02 3.06 1.4077
Sb 5.17 -6.26 -1.00 0.5304
Tc 1.07 -1.73 -1.18 0.7027
Se 4.02 -3.14 -2.89 0.0155
Se 4.83 -5.25 -3.35 -0.0249
Se 1.93 -3.65 -2.04 0.1633
Se 3.73 -5.01 0.34 -0.0737
Cl 0.53 -0.57 -3.28 0.5721
Cl -2.32 -0.47 -2.51 0.6277
P 0.11 0.94 1.02 0.2608
O 1.43 -2.10 0.81 -0.1901
O 0.17 -1.79 2.64 -0.3633
O -1.43 1.18 1.21 -0.2446
O 0.27 0.08 -0.19 -0.4401
O 0.88 2.29 1.05 -0.2799
N -0.73 -2.71 -0.61 -0.0415
N -0.76 -2.68 0.82 0.0870
C 1.37 4.60 0.57 -0.0521
C -1.18 -0.78 -3.81 -0.8719
C -3.46 2.02 2.19 -0.0524
C 0.72 3.36 0.03 -0.2085
C 0.34 -2.19 1.42 -0.7328
C -1.95 2.10 2.23 -0.2384
H 1.19 3.00 -0.88 0.1242
H -3.83 2.32 1.21 0.0888
H -0.35 3.49 -0.15 0.1217
H -0.84 -3.68 -0.92 0.1164
H -3.87 2.70 2.93 0.0969
H -1.56 1.78 3.20 0.0966
H -1.53 -2.17 -0.95 0.0435
H -1.28 -1.80 -4.16 0.0477
H 1.27 5.40 -0.17 0.0973
H 2.43 4.44 0.76 0.0909
H -1.33 -0.05 -4.60 0.0481
H 0.89 4.93 1.49 0.0882
H -3.80 1.02 2.41 0.0864
H -1.64 -2.69 1.30 0.1823
H -1.58 3.10 2.01 0.1179

***

67
Properties=species:S:1:pos:R:3:lowdin_charge:R:1 method="wB97M-V/def2-TZVPD" homo_ev=-4.72 de_lowest_ev=0.1578 total_charge=-1 energy_ha=-11768.38522 homo_lumo_gap_ev=6.17 spin_multiplicity=1 fmax_ev_per_a=0.7
Sb -1.68 4.02 2.05 -0.3003
Pd 0.31 1.23 1.07 0.0423
Se -2.43 5.64 0.43 -0.1562
Se -2.17 4.28 4.37 -0.1828
Se -2.04 1.63 1.28 0.0533
Se 0.75 3.47 1.75 0.0837
S -0.04 -2.72 -0.08 0.6410
S 2.50 0.34 1.81 0.5806
N 0.74 -1.18 3.09 0.0059
N 1.29 0.82 4.14 0.0055
N -1.33 -0.65 -1.15 -0.0267
N -0.05 4.37 -1.76 0.0468
N 0.50 2.27 -2.12 0.0188
N 0.91 -0.56 -1.37 -0.0099
C -3.27 -1.85 -3.18 -0.2575
C -3.16 -2.26 -1.71 -0.2115
C -2.63 -1.16 -0.78 -0.2686
C 0.14 -1.91 4.20 -0.2233
C 0.01 1.09 6.27 -0.0857
C 2.57 -2.04 -2.47 -0.2053
C 1.22 4.39 -2.27 -0.1074
C -1.98 -1.98 -3.98 -0.1110
C -0.15 -1.25 -0.89 -0.8377
C 3.28 -0.28 -4.17 -0.1079
C 1.54 3.09 -2.52 -0.1593
C 2.27 -1.07 -1.32 -0.2698
C -0.43 3.09 -1.68 -0.2844
C -0.01 1.17 4.76 -0.2765
C 1.42 -0.04 3.12 -0.8367
C -0.95 -2.83 3.67 -0.0835
C 2.36 -1.45 -3.86 -0.2626
H 3.15 0.07 -5.19 0.0687
H -2.58 -1.53 0.24 0.0846
H 4.33 -0.56 -4.04 0.0737
H 2.51 -2.24 -4.60 0.1008
H 1.77 5.30 -2.43 0.1023
H -4.03 -2.48 -3.66 0.0968
H 2.45 2.69 -2.95 0.0795
H 3.60 -2.39 -2.36 0.1121
H -1.74 -2.24 3.19 0.0779
H -1.38 2.80 -1.26 0.0568
H -1.20 -1.31 -3.62 0.0471
H -0.79 0.54 4.32 0.0969
H -0.96 1.40 6.66 0.0747
H -2.14 -1.77 -5.04 0.0664
H -1.28 0.26 -1.60 0.1113
H -0.27 -1.22 4.93 0.0811
H 1.86 1.64 3.99 0.0866
H 0.81 -1.70 2.21 0.0441
H -0.56 -3.53 2.94 0.0553
H -2.52 -3.14 -1.62 0.0804
H -1.58 -3.00 -3.90 0.0754
H 1.93 -2.92 -2.34 0.0854
H -0.25 2.18 4.45 0.0125
H -3.31 -0.31 -0.79 0.0943
H 2.93 -0.20 -1.37 0.1093
H 0.77 1.76 6.68 0.0747
H -1.39 -3.40 4.49 0.0734
H 0.92 -2.49 4.71 0.1225
H -4.14 -2.54 -1.33 0.1075
H -0.61 5.11 -1.32 0.0181
H -3.65 -0.82 -3.25 0.1057
H 0.76 0.41 -1.66 0.0700
H 3.09 0.57 -3.51 0.0411
H 0.23 0.08 6.63 0.0616
H 1.32 -1.13 -3.96 0.0902
H 2.45 -1.55 -0.36 0.0482